Density functional theory data (ωB97M-V/def2-TZVPD) for a structure of composition C3H4HgO3 at a distorted geometry.

Output
* relative energy (zero: lowest compared OMol25 entry of this formula, charge and spin): 388.1 kJ/mol
* frontier orbital gap (alpha / beta): 5.189 / 8.316 eV
* HOMO energy (alpha / beta): -2.20 / -5.24 eV
* F_max: 7.15 eV Å⁻¹
* E: -495.71679 Ha

```
! RIJCOSX wB97M-V def2-TZVPD def2/J DEFGRID3
* xyz -1 2
C -2.59 0.14 0.33
C -1.37 0.69 0.12
H -3.38 0.76 0.75
H -0.96 -0.29 -0.36
H -2.66 -0.90 0.65
O -0.66 1.21 1.15
C 0.52 0.61 1.58
O 1.10 -0.21 0.84
O 0.83 0.87 2.76
Hg 2.88 -0.85 2.63
H 4.67 -1.82 2.91
*
```



Density functional theory data (ωB97M-V/def2-TZVPD) for a cluster of 10 separate species, C38H76O14 in total at a distorted geometry.

Output
* relative energy (zero: lowest compared OMol25 entry of this formula, charge and spin): 160.4 kJ/mol
* frontier orbital gap (alpha / beta): 8.378 / 2.484 eV
* HOMO energy (alpha / beta): -10.99 / -10.99 eV
* F_max: 4.11 eV Å⁻¹
* E: -2546.25129 Ha

```
! RIJCOSX wB97M-V def2-TZVPD def2/J DEFGRID3
* xyz 1 2
C -23.02 -5.28 -5.02
C -21.94 -4.38 -4.55
C -21.29 -5.21 -3.38
O -21.81 -6.53 -3.39
C -23.08 -6.48 -3.96
H -22.96 -5.43 -6.10
H -23.93 -4.69 -4.91
H -22.16 -3.37 -4.21
H -21.25 -4.14 -5.36
H -21.43 -4.75 -2.40
H -20.21 -5.24 -3.51
H -23.74 -6.31 -3.11
H -23.52 -7.37 -4.42
C -26.09 -10.13 -3.02
C -25.09 -9.34 -2.21
C -24.77 -10.16 -0.98
O -25.58 -11.31 -1.16
C -26.66 -11.06 -2.03
H -25.61 -10.76 -3.77
H -26.88 -9.55 -3.50
H -25.50 -8.39 -1.88
H -24.22 -9.06 -2.81
H -24.97 -9.57 -0.09
H -23.73 -10.50 -1.07
H -27.48 -10.68 -1.41
H -26.94 -12.00 -2.49
C -21.67 -1.05 0.86
C -23.01 -1.65 0.42
C -22.89 -1.91 -1.11
O -21.56 -2.40 -1.20
C -20.77 -1.77 -0.21
H -21.44 -1.07 1.93
H -21.66 -0.01 0.55
H -23.87 -1.00 0.60
H -23.27 -2.61 0.88
H -23.08 -0.99 -1.66
H -23.54 -2.69 -1.51
H -20.04 -1.05 -0.58
H -20.04 -2.44 0.26
C -25.12 -4.85 1.11
C -26.36 -5.44 1.79
C -26.79 -6.46 0.68
O -26.50 -5.82 -0.52
C -25.56 -4.76 -0.35
H -24.19 -5.41 1.23
H -24.90 -3.88 1.56
H -27.20 -4.76 1.95
H -26.04 -5.85 2.74
H -27.76 -6.93 0.79
H -26.11 -7.31 0.79
H -26.06 -3.80 -0.49
H -24.74 -4.92 -1.05
C -17.64 -8.77 -4.32
C -18.05 -8.16 -3.04
C -18.71 -9.28 -2.24
O -17.98 -10.41 -2.68
C -17.48 -10.25 -4.00
H -16.62 -8.47 -4.59
H -18.39 -8.56 -5.07
H -18.70 -7.29 -3.13
H -17.20 -7.75 -2.51
H -19.73 -9.49 -2.56
H -18.71 -9.35 -1.15
H -18.20 -10.79 -4.62
H -16.52 -10.69 -4.24
C -27.81 -2.22 -4.00
C -27.43 -1.29 -2.95
C -25.91 -1.08 -3.14
O -25.46 -2.13 -4.01
C -26.52 -2.54 -4.82
H -28.65 -1.82 -4.56
H -28.13 -3.17 -3.58
H -27.55 -1.77 -1.99
H -28.03 -0.38 -2.84
H -25.46 -1.16 -2.15
H -25.71 -0.09 -3.55
H -26.37 -3.61 -4.93
H -26.45 -2.16 -5.84
C -21.28 -9.03 0.79
C -21.62 -7.97 -0.28
C -21.33 -6.63 0.33
O -20.29 -6.94 1.30
C -20.66 -8.17 1.95
H -20.62 -9.81 0.40
H -22.19 -9.48 1.17
H -22.64 -8.02 -0.65
H -21.06 -8.05 -1.21
H -22.23 -6.19 0.74
H -20.91 -5.86 -0.32
H -21.47 -8.01 2.66
H -19.82 -8.64 2.46
C -26.16 -9.82 -8.12
C -26.35 -9.14 -6.77
C -25.54 -7.88 -7.05
O -25.75 -7.60 -8.45
C -26.20 -8.67 -9.14
H -26.92 -10.57 -8.34
H -25.17 -10.28 -8.13
H -26.08 -9.77 -5.92
H -27.35 -8.73 -6.62
H -24.53 -8.14 -6.73
H -25.91 -6.98 -6.57
H -25.58 -8.79 -10.03
H -27.18 -8.46 -9.56
C -19.68 -1.83 -3.81
O -18.30 -2.14 -3.84
C -17.68 -2.71 -2.85
O -18.07 -2.79 -1.69
O -16.57 -3.29 -3.38
C -15.93 -4.35 -2.77
H -20.19 -2.56 -3.18
H -20.08 -1.90 -4.82
H -19.80 -0.86 -3.32
H -16.64 -5.14 -2.53
H -15.23 -4.01 -2.01
H -15.35 -4.85 -3.54
C -18.62 -12.01 -7.57
O -18.72 -10.58 -7.34
C -19.89 -10.08 -6.94
O -20.94 -10.61 -6.65
O -19.84 -8.71 -7.10
C -20.99 -7.88 -7.14
H -17.58 -12.06 -7.23
H -18.69 -12.43 -8.57
H -19.09 -12.68 -6.85
H -21.56 -7.96 -6.21
H -21.60 -8.37 -7.90
H -20.85 -6.83 -7.39
*
```



Density functional theory data (ωB97M-V/def2-TZVPD) for a structure of composition C43H36N4O3PRbS4 at a distorted geometry.

Output
* relative energy (zero: lowest compared OMol25 entry of this formula, charge and spin): 39.6 kJ/mol
* frontier orbital gap: 5.910 eV
* HOMO energy: -2.25 eV
* F_max: 1.45 eV Å⁻¹
* E: -4063.23686 Ha

```
! RIJCOSX wB97M-V def2-TZVPD def2/J DEFGRID3
* xyz -2 1
Rb 0.11 0.11 1.24
O 1.85 0.31 5.69
C 2.03 0.15 4.48
O 1.24 0.36 3.50
C 3.40 -0.33 3.93
P 3.23 -0.10 2.10
C 5.03 -0.41 1.62
C 5.94 0.53 1.12
C 7.25 0.17 0.81
C 7.69 -1.14 0.98
C 6.79 -2.09 1.46
C 5.48 -1.73 1.76
C 3.24 1.72 1.90
C 3.48 2.64 2.92
C 3.50 4.00 2.65
C 3.29 4.47 1.36
C 3.04 3.57 0.34
C 3.01 2.21 0.61
H 3.49 -1.40 4.13
H 4.25 0.18 4.37
H 5.62 1.55 0.97
H 7.93 0.92 0.42
H 8.71 -1.41 0.75
H 7.11 -3.12 1.59
H 4.79 -2.49 2.11
H 3.62 2.29 3.94
H 3.68 4.71 3.46
H 3.28 5.54 1.16
H 2.82 3.93 -0.67
H 2.80 1.51 -0.19
C -0.36 0.01 -3.02
N -0.18 0.88 -1.88
C -0.55 2.10 -2.02
C -0.52 3.14 -1.02
C -0.81 4.50 -1.24
C -0.66 5.13 0.00
C -0.29 4.11 0.90
N -0.20 2.91 0.30
C 0.94 -0.50 -3.61
C 2.16 -0.28 -2.98
C 3.34 -0.76 -3.54
C 3.32 -1.47 -4.73
C 2.10 -1.70 -5.37
C 0.92 -1.21 -4.81
H -0.94 0.49 -3.82
H -0.93 -0.87 -2.70
H -0.94 2.43 -2.99
H -1.09 4.95 -2.19
H -0.80 6.18 0.22
H -0.09 4.21 1.96
H 2.17 0.27 -2.05
H 4.28 -0.59 -3.03
H 4.24 -1.84 -5.17
H 2.07 -2.26 -6.30
H -0.03 -1.40 -5.30
O -2.60 -0.88 0.75
C -3.99 -0.65 0.82
C -4.69 -1.61 1.79
C -5.90 -1.46 2.41
C -6.24 -2.56 3.24
C -5.26 -3.52 3.24
S -3.94 -3.09 2.25
C -4.58 -0.80 -0.58
C -5.59 -1.58 -1.03
C -5.83 -1.43 -2.44
C -4.99 -0.51 -3.01
S -3.92 0.15 -1.86
C -4.18 0.78 1.30
C -5.09 1.70 0.88
C -4.97 2.95 1.57
C -3.97 2.93 2.49
S -3.18 1.41 2.54
H -6.51 -0.57 2.27
H -7.15 -2.63 3.82
H -5.24 -4.45 3.79
H -6.14 -2.26 -0.39
H -6.59 -1.97 -2.99
H -4.94 -0.20 -4.04
H -5.81 1.51 0.09
H -5.58 3.82 1.36
H -3.63 3.73 3.13
S -0.28 -3.92 1.32
C -0.72 -3.99 -0.33
N -1.94 -3.49 -0.75
C -2.34 -3.72 -2.00
C -1.57 -4.39 -2.94
C -0.33 -4.80 -2.48
N 0.09 -4.64 -1.24
H -2.41 -1.76 0.31
H -3.32 -3.34 -2.27
H -1.91 -4.55 -3.95
H 0.37 -5.29 -3.16
*
```



Density functional theory data (ωB97M-V/def2-TZVPD) for a structure of composition C17H38BrN9O4P2S3SbTi at a distorted geometry.

Output
* relative energy (zero: lowest compared OMol25 entry of this formula, charge and spin): 0.0 kJ/mol
* frontier orbital gap (alpha / beta): 5.848 / 6.394 eV
* HOMO energy (alpha / beta): -5.58 / -7.36 eV
* F_max: 1.21 eV Å⁻¹
* E: -7005.67678 Ha

```
! RIJCOSX wB97M-V def2-TZVPD def2/J DEFGRID3
* xyz 0 4
Ti 1.92 0.23 -0.45
S 5.28 -3.66 0.02
Sb 3.66 -2.61 -1.21
S 1.56 -2.33 -0.13
S 4.11 -0.37 -1.76
C -4.91 -0.45 -1.53
N -4.01 -0.94 -0.49
C -4.62 -1.98 0.32
P -2.40 -1.08 -0.93
O -2.00 0.05 -1.78
O -1.72 -1.18 0.52
P -1.00 -0.10 1.49
O 0.19 0.54 0.89
N -0.73 -1.00 2.82
C 0.55 -0.94 3.52
C -1.55 -2.15 3.18
N -2.14 1.03 1.86
C -2.53 1.98 0.82
C -3.18 0.76 2.83
N -2.11 -2.56 -1.59
C -1.46 -2.66 -2.89
C -1.92 -3.76 -0.77
H -5.79 -0.03 -1.05
H -5.23 -1.25 -2.20
H -4.41 0.33 -2.10
H -5.54 -1.60 0.76
H -3.96 -2.27 1.14
H -4.85 -2.88 -0.26
H 1.20 -0.20 3.07
H 1.04 -1.91 3.46
H 0.39 -0.70 4.58
H -2.51 -2.11 2.68
H -1.73 -2.14 4.26
H -1.05 -3.08 2.91
H -1.78 2.02 0.04
H -2.62 2.98 1.26
H -3.48 1.70 0.37
H -2.79 0.20 3.68
H -4.03 0.22 2.40
H -3.56 1.72 3.21
H -1.58 -1.72 -3.43
H -1.91 -3.47 -3.46
H -0.39 -2.87 -2.77
H -2.43 -3.66 0.19
H -0.86 -3.93 -0.58
H -2.35 -4.62 -1.29
C 3.27 4.89 1.92
N 3.64 4.38 0.60
C 4.24 5.30 -0.36
C 3.18 3.22 0.20
N 2.77 2.20 -0.15
H 4.16 5.30 2.40
H 2.88 4.08 2.52
H 2.52 5.67 1.83
H 5.17 5.70 0.05
H 3.56 6.12 -0.59
H 4.47 4.76 -1.28
N 5.27 -0.43 1.34
C 4.02 -0.75 1.76
N 3.88 -1.94 2.43
O 3.05 -0.01 1.57
H 5.87 -1.22 1.14
H 5.24 0.23 0.57
H 4.55 -2.65 2.17
H 2.93 -2.28 2.35
Br -0.06 3.18 -1.56
C 0.33 1.79 -2.79
C -0.12 1.98 -4.09
C 0.08 0.96 -5.00
C 0.69 -0.20 -4.57
C 1.10 -0.29 -3.26
N 0.95 0.70 -2.35
H -0.62 2.90 -4.36
H -0.25 1.07 -6.03
H 0.86 -1.04 -5.23
H 1.57 -1.18 -2.88
*
```



Copy entry 4 word for word.
Density functional theory data (ωB97M-V/def2-TZVPD) for a structure of composition C17H38BrN9O4P2S3SbTi at a distorted geometry.

Output
* relative energy (zero: lowest compared OMol25 entry of this formula, charge and spin): 0.0 kJ/mol
* frontier orbital gap (alpha / beta): 5.848 / 6.394 eV
* HOMO energy (alpha / beta): -5.58 / -7.36 eV
* F_max: 1.21 eV Å⁻¹
* E: -7005.67678 Ha

```
! RIJCOSX wB97M-V def2-TZVPD def2/J DEFGRID3
* xyz 0 4
Ti 1.92 0.23 -0.45
S 5.28 -3.66 0.02
Sb 3.66 -2.61 -1.21
S 1.56 -2.33 -0.13
S 4.11 -0.37 -1.76
C -4.91 -0.45 -1.53
N -4.01 -0.94 -0.49
C -4.62 -1.98 0.32
P -2.40 -1.08 -0.93
O -2.00 0.05 -1.78
O -1.72 -1.18 0.52
P -1.00 -0.10 1.49
O 0.19 0.54 0.89
N -0.73 -1.00 2.82
C 0.55 -0.94 3.52
C -1.55 -2.15 3.18
N -2.14 1.03 1.86
C -2.53 1.98 0.82
C -3.18 0.76 2.83
N -2.11 -2.56 -1.59
C -1.46 -2.66 -2.89
C -1.92 -3.76 -0.77
H -5.79 -0.03 -1.05
H -5.23 -1.25 -2.20
H -4.41 0.33 -2.10
H -5.54 -1.60 0.76
H -3.96 -2.27 1.14
H -4.85 -2.88 -0.26
H 1.20 -0.20 3.07
H 1.04 -1.91 3.46
H 0.39 -0.70 4.58
H -2.51 -2.11 2.68
H -1.73 -2.14 4.26
H -1.05 -3.08 2.91
H -1.78 2.02 0.04
H -2.62 2.98 1.26
H -3.48 1.70 0.37
H -2.79 0.20 3.68
H -4.03 0.22 2.40
H -3.56 1.72 3.21
H -1.58 -1.72 -3.43
H -1.91 -3.47 -3.46
H -0.39 -2.87 -2.77
H -2.43 -3.66 0.19
H -0.86 -3.93 -0.58
H -2.35 -4.62 -1.29
C 3.27 4.89 1.92
N 3.64 4.38 0.60
C 4.24 5.30 -0.36
C 3.18 3.22 0.20
N 2.77 2.20 -0.15
H 4.16 5.30 2.40
H 2.88 4.08 2.52
H 2.52 5.67 1.83
H 5.17 5.70 0.05
H 3.56 6.12 -0.59
H 4.47 4.76 -1.28
N 5.27 -0.43 1.34
C 4.02 -0.75 1.76
N 3.88 -1.94 2.43
O 3.05 -0.01 1.57
H 5.87 -1.22 1.14
H 5.24 0.23 0.57
H 4.55 -2.65 2.17
H 2.93 -2.28 2.35
Br -0.06 3.18 -1.56
C 0.33 1.79 -2.79
C -0.12 1.98 -4.09
C 0.08 0.96 -5.00
C 0.69 -0.20 -4.57
C 1.10 -0.29 -3.26
N 0.95 0.70 -2.35
H -0.62 2.90 -4.36
H -0.25 1.07 -6.03
H 0.86 -1.04 -5.23
H 1.57 -1.18 -2.88
*
```



Q: Among the records above, which one has the highest relative energy (zero: lowest compared OMol25 entry of this formula, charge and spin)?
A: C3H4HgO3



Q: Which of these has the highest E?
A: C3H4HgO3